DFT (the ωB97M-V functional and the def2-TZVPD basis) results for a cluster of 3 separate species, C2H9NO4 in total at a distorted geometry.

Last column: Löwdin charge in e.
CARTESIAN COORDINATES (ANGSTROEM)
C1 1.641057 -0.029864 0.701617  -0.101
N1 1.138671 0.548884 -0.575578  -0.037
C2 0.430562 -0.010752 -1.751211  -0.524
O1 -0.177109 -1.199068 -1.579994  0.094
O2 0.432609 0.806737 -2.690087  0.028
H1 2.451943 -0.704400 0.467472  0.078
H2 2.189267 0.857569 1.151779  0.097
H3 0.950891 -0.250144 1.396562  0.010
H4 1.742826 1.493920 -0.758100  0.186
H5 -0.281758 -1.435489 -0.617488  0.082
H6 -1.131493 0.875146 3.933687  0.073
H7 -0.779247 2.058850 3.091780  0.066
O3 -1.632445 1.598197 3.406549  -0.133
H8 -1.837397 -2.113580 0.284496  0.021
H9 -1.837899 -0.879432 1.072947  0.033
O4 -1.356498 -1.643484 0.901468  0.028

Cartesian forces, eV/Å:
C 3.31 3.15 -3.06
N 0.91 1.74 -0.74
C 2.11 4.58 1.50
O 0.29 0.64 -0.14
O -0.87 -3.60 1.21
H -0.19 -0.94 0.52
H -0.56 -0.99 -0.31
H -2.57 -1.61 2.07
H -2.65 -3.43 -0.30
H 0.34 0.63 -0.71
H -1.74 1.42 -1.00
H -2.19 -0.50 0.34
O 3.93 -0.98 0.61
H -1.87 -1.73 -1.90
H -1.35 2.30 0.57
O 3.08 -0.67 1.34

Computed properties:
E_LUMO: 0.00729 Eh
E: -437.2749 hartree
Energy above the lowest of the compared OMol25 structures with the same formula, charge and spin: 1.973 eV
E_HOMO: -0.3448 hartree
Structure (SMILES): CNC(=O)O.O.O



DFT (the ωB97M-V functional and the def2-TZVPD basis) results for a cluster of 3 separate species, C2H9NO4 in total at a distorted geometry.

Last column: Löwdin charge in e.
CARTESIAN COORDINATES (ANGSTROEM)
O1 -2.748051 -0.686439 -1.498941  0.143
C1 -2.072498 -0.241959 -0.638160  -0.493
O2 -0.849728 -0.722151 -0.185765  0.007
C2 -2.373832 0.962737 0.312495  -0.222
N1 -3.459625 1.787434 -0.138776  -0.001
H1 -0.229997 -1.472531 0.029345  0.151
H2 -1.418919 1.481132 0.316061  0.106
H3 -2.461455 0.432788 1.285260  0.135
H4 -3.202348 2.194033 -1.057642  0.097
H5 -3.597553 2.480221 0.604098  0.077
H6 5.360488 0.859041 3.236308  0.035
H7 5.214370 0.405444 4.647024  -0.015
O3 5.601319 0.171348 3.855768  -0.020
H8 1.360190 -2.287666 -3.240935  0.044
H9 2.819199 -2.930054 -3.614181  0.025
O4 2.058441 -2.433377 -3.911959  -0.069

Cartesian forces, eV/Å:
O 0.20 -0.14 -0.34
C 0.24 -0.27 1.55
O 1.33 0.29 0.65
C 1.24 -1.51 -1.17
N -0.10 -0.01 0.25
H -2.05 0.59 -1.14
H 0.27 0.18 0.39
H -0.51 0.78 -0.38
H -0.44 -0.02 1.16
H -0.15 0.08 -0.96
H -0.03 0.16 -0.17
H -1.30 0.77 2.71
O 1.33 -0.93 -2.54
H 1.17 -0.53 -0.31
H -0.27 -0.09 0.69
O -0.91 0.63 -0.40

Computed properties:
E_LUMO: 0.00847 Eh
E: -437.2718 hartree
Energy above the lowest of the compared OMol25 structures with the same formula, charge and spin: 2.058 eV
E_HOMO: -0.3562 hartree
Structure (SMILES): NCC(=O)O.O.O